A 2-piece molecular cluster, C10H16O overall. Source: the Open Molecules 2025 dataset; level of theory: ωB97M-V with the def2-TZVPD basis set.

Last column: natural (NBO) charge in e.
Geometry (Å):
C1 1.38208 -0.73188 -0.69770  -0.28
C2 -2.90949 1.05384 -1.71104  -0.39
H1 -2.42203 -0.44188 -3.24048  0.20
C3 -1.27284 -1.56063 2.08216  -0.65
H2 -3.73577 0.39822 -1.23081  0.18
C4 2.05736 0.32529 1.49029  -0.30
H3 -1.21597 2.13784 -0.64172  0.21
H4 1.54738 -0.62734 -1.73557  0.23
H5 3.83626 1.19631 -0.02250  0.48
C5 0.73065 -0.01117 2.00328  -0.19
C6 -2.33648 2.00729 -0.72534  -0.63
H6 -3.49199 1.65017 -2.48650  0.19
H7 2.64132 1.02928 2.08002  0.21
C7 0.21206 -1.25442 -0.10163  -0.17
H8 -2.72210 3.00087 -1.08814  0.21
H9 -1.64113 -0.78055 -1.79003  0.20
H10 -0.81698 -1.54640 3.15080  0.22
C8 2.32923 -0.09642 0.11309  0.31
O1 3.40127 0.35501 -0.58357  -0.67
H11 -2.36072 -1.22909 2.08277  0.22
C9 -0.10706 -0.89640 1.30314  -0.05
H12 -2.76619 1.68967 0.15666  0.21
C10 -1.96020 0.12185 -2.37564  -0.61
H13 -0.66426 -1.68708 -0.70248  0.21
H14 -1.45687 -2.63013 1.71952  0.22
H15 0.52076 0.42328 2.87966  0.20
H16 -1.21374 0.83264 -2.74628  0.21

Calculated values
HOMO ... -8.1 eV
Kohn-Sham gap ... 8.8285 eV
Molar mass ... 152.24 g/mol
SMILES ... Cc1ccc(O)cc1.CCC
Relative energy (zero: lowest compared OMol25 entry of this formula, charge and spin) ... 84.6 kcal per mole

=====

A 2-piece molecular cluster, C10H16O overall. Source: the Open Molecules 2025 dataset; level of theory: ωB97M-V with the def2-TZVPD basis set.

Last column: natural (NBO) charge in e.
Geometry (Å):
H1 0.43183 3.10726 -2.35012  0.20
H2 -0.58243 -0.54378 -1.98912  0.21
O1 -2.16581 -3.10686 1.22299  -0.70
H3 1.84755 1.03726 2.58535  0.22
H4 1.89245 -1.27381 2.05066  0.21
H5 1.53284 1.49569 0.77804  0.22
H6 0.59122 -0.85528 -3.39773  0.21
H7 -1.74623 1.32262 1.74401  0.22
C1 0.09846 0.15698 1.93603  -0.04
C2 0.73708 -1.09574 1.83498  -0.17
C3 -1.31381 0.26028 1.80593  -0.21
H8 -0.18547 1.28706 -3.60042  0.19
C4 -0.02788 -2.20649 1.52707  -0.30
C5 1.11032 1.40256 1.85566  -0.63
H9 -1.92388 -3.70873 0.43043  0.48
H10 0.53973 2.32132 2.01981  0.22
H11 -3.16308 -1.15343 1.61296  0.25
H12 1.40706 2.20686 -1.13952  0.19
C6 0.64899 1.08719 -2.91912  -0.40
C7 -1.32807 -2.03928 1.33952  0.27
H13 0.56760 -3.07391 1.57660  0.22
C8 0.42554 -0.32072 -2.39719  -0.61
C9 0.48937 2.19651 -1.87190  -0.59
H14 1.52213 1.08648 -3.45476  0.20
C10 -2.06789 -0.89390 1.58701  -0.25
H15 1.10794 -0.68829 -1.59450  0.21
H16 -0.44556 1.99217 -1.19267  0.20

Calculated values
HOMO ... -8.5 eV
Kohn-Sham gap ... 9.3307 eV
Molar mass ... 152.24 g/mol
SMILES ... Cc1ccc(O)cc1.CCC
Relative energy (zero: lowest compared OMol25 entry of this formula, charge and spin) ... 69.4 kcal per mole